Entry 1:
This record from the Open Molecules 2025 dataset describes a molecular structure, C30H23BrF9FeN3O11S in a non-equilibrium geometry. The level of theory is the ωB97M-V functional and the def2-TZVPD basis.

Calculated values
- gap between HOMO and LUMO (spin up / spin down) (eV) = 6.28 / 6.28
- charge = -2
- HOMO (spin up / spin down) (Ha) = -0.0914 / -0.0915
- <S²> = 6.006
- spin multiplicity = 5

Positions of all 79 atoms, in Å:
Br -4.44882 -1.31873 -5.22339
Fe -0.57188 0.68435 0.50726
S 4.01107 4.47440 1.26754
F 2.51585 -2.61885 2.71126
F -0.97260 -4.12358 1.87006
F -0.69556 -0.66866 4.21378
F -1.41386 -3.35690 3.81771
F 0.47447 -4.29899 3.43594
F 1.52612 -3.40547 0.98992
F 1.93653 -1.30389 1.10315
F 1.37139 -0.39172 3.64482
F 0.78434 -2.09745 4.77574
O -2.75046 4.35973 -0.19921
O 1.49336 1.72371 1.15431
O -0.15396 1.54609 2.60875
O -4.51794 2.25506 0.12505
O -0.66397 -1.51519 1.57065
O -0.69511 0.59579 -2.05774
O 5.16491 4.38097 0.40353
O -1.09039 2.89614 0.13731
O 4.11811 5.42287 2.35405
O -2.73277 0.89232 0.08734
O -0.17525 -1.72969 -1.00201
N -0.47435 -4.44677 -1.07904
N -2.03202 -5.29014 -2.43582
N 3.76744 2.96492 1.90741
C -2.79633 -2.71826 -3.41160
C -1.41844 -6.31250 -1.77544
C 0.43745 5.40996 -1.38136
C 1.50980 5.52675 0.77371
C 0.41942 5.77074 -0.03650
C -1.44716 -0.43650 -2.52674
C -0.42850 -5.79260 -0.89875
C -2.42626 -0.32274 -3.50766
C -1.46274 -4.18372 -1.98877
C -0.85779 -8.49369 -1.02334
C -0.44663 -3.46881 2.90490
C -3.33047 1.98989 0.10502
C 1.54438 -2.34785 1.82505
C -0.75898 5.70761 -2.22553
C -0.89384 1.88001 -2.61165
C 0.34468 -6.60822 -0.08907
C 0.38492 -1.27783 3.76407
C 1.57045 4.80152 -1.90530
C -1.62886 -7.68777 -1.83578
C 0.12926 -2.08261 2.44683
C 2.61197 4.89249 0.23824
C 1.63510 2.97648 3.22508
C 0.10512 -7.96749 -0.16191
C 2.65563 4.53346 -1.09126
C 0.94481 2.00752 2.25158
C 3.16269 2.88920 3.22096
C -2.27587 3.25400 0.02333
C -1.15420 -1.69231 -1.95936
C -1.79481 -2.85006 -2.43467
C -3.09188 -1.47527 -3.90276
H -0.55149 -1.76486 -0.08427
H -3.29605 -3.61216 -3.74761
H -1.91913 2.22710 -2.45867
H -0.22019 2.53681 -2.06310
H -0.47108 6.22687 0.36462
H 1.08656 -6.19531 0.57645
H -0.65332 1.88784 -3.68166
H -2.37669 -8.10334 -2.49339
H 3.55269 4.06895 -1.46426
H 1.53113 5.83705 1.80687
H 3.47771 1.93963 3.66732
H -1.00349 -9.56607 -1.04682
H 1.60291 4.53099 -2.95249
H 3.22642 2.36797 1.27295
H 3.58603 3.71458 3.79769
H -1.63514 5.23835 -1.77316
H 1.24582 2.75267 4.21870
H 0.08560 -3.73839 -0.63723
H 0.67154 -8.64063 0.46587
H -2.69465 0.62799 -3.93822
H -0.63439 5.34449 -3.24415
H -0.93577 6.78389 -2.24771
H 1.30739 3.98386 2.96259

Forces on atoms 1 to 2 (eV/Å):
Br -0.1 0.0 -0.1
Fe -1.4 1.8 1.0

=====

Entry 2:
This record from the Open Molecules 2025 dataset describes a molecular structure, C30H23Cl5F3NO5PtSTe in a non-equilibrium geometry. The level of theory is the ωB97M-V functional and the def2-TZVPD basis.

Calculated values
- gap between HOMO and LUMO (spin up / spin down) (eV) = 6.82 / 5.20
- charge = +1
- HOMO (spin up / spin down) (Ha) = -0.4102 / -0.4104
- <S²> = 1.243
- spin multiplicity = 2

Positions of all 70 atoms, in Å:
Pt -2.31465 -1.83644 0.49188
Te 0.58342 0.70704 0.52618
Cl -4.14960 -2.88353 -1.13376
Cl -7.93970 -0.36779 -3.98358
Cl -3.90905 2.44940 -1.76469
Cl -6.48889 2.35391 -3.54881
Cl -6.75503 -2.99706 -2.81059
S -3.47903 -1.51842 3.03570
F -5.13196 -0.52311 1.24582
F -5.12226 0.49017 3.15567
F -6.07026 -1.45805 2.95297
O -3.57786 -1.80095 4.42274
O -3.04359 -0.15650 -0.90747
O 1.12583 -0.27755 -1.20142
O -2.41574 -0.58216 2.59356
O -3.43606 -2.70915 2.10185
N -0.71420 -1.08785 -0.26452
C 3.04890 4.01040 1.97129
C -5.06039 -0.69557 2.58076
C 1.89710 2.18009 3.23729
C 4.26921 5.95350 0.91153
C -6.49856 -0.31166 -3.08565
C 3.79936 -1.71115 2.19381
C 0.17766 -1.26558 -1.16526
C 1.97332 2.49611 -1.89968
C 0.80379 -2.15543 -3.38598
C 1.76382 -0.59180 1.67767
C 1.79463 -2.26936 3.40283
C 3.45494 4.68618 0.81993
C 3.92950 -0.03414 0.34154
C 1.10755 -1.32699 2.66315
C 2.28567 2.84943 1.92959
C -4.80795 -1.44577 -1.82341
C -0.24992 -4.64632 -2.72882
C 3.14798 -2.46010 3.16286
C 3.09051 4.16946 -0.41546
C -5.96553 -1.49873 -2.55051
C -0.29105 -3.61419 -1.80374
C 0.22912 -2.36645 -2.13429
C 1.93870 2.37945 0.65786
C -4.71243 0.97366 -2.09309
C -5.84836 0.92223 -2.86483
C 3.13308 -0.76717 1.41054
C -4.12910 -0.22114 -1.56114
C 0.84075 -3.18841 -4.30922
C 0.30997 -4.43121 -3.98211
C 2.32105 3.02123 -0.52265
H 1.64076 3.30394 -2.55068
H 1.28598 -3.02501 -5.28271
H 0.86994 1.81043 3.23233
H 2.84492 2.03350 -2.36657
H 4.86193 -1.86036 2.02718
H 1.20721 -1.17892 -3.63097
H 3.40700 4.67692 -1.32527
H 3.32562 0.23101 -0.51561
H 1.18353 1.74172 -1.87702
H 3.69899 -3.20082 3.73032
H -0.65045 -5.61852 -2.47067
H 3.91737 6.69717 0.19488
H 2.55305 1.33470 3.45120
H 1.98038 2.88685 4.06075
H 4.73795 -0.67042 -0.01867
H 4.37063 0.88063 0.74441
H -0.69847 -3.79020 -0.82018
H 4.22217 6.38262 1.91161
H 1.28060 -2.84535 4.16205
H 0.06193 -1.15069 2.87301
H 0.33988 -5.23810 -4.70519
H 3.32472 4.40594 2.94647
H 5.31963 5.75048 0.68304

Forces on atoms 1 to 2 (eV/Å):
Pt 0.7 -0.7 0.8
Te 0.0 0.5 1.0

=====

Entry 3:
This record from the Open Molecules 2025 dataset describes a molecular structure, C30H24BrN4O3Os. The level of theory is the ωB97M-V functional and the def2-TZVPD basis.

Calculated values
- gap between HOMO and LUMO (spin up / spin down) (eV) = 4.26 / 4.26
- charge = +1
- HOMO (spin up / spin down) (Ha) = -0.3402 / -0.3402

Positions of all 63 atoms, in Å:
Os -0.32599 -0.22884 0.18076
Br -4.66722 5.74157 -1.01519
O -2.18886 -1.08714 2.56436
O -0.22225 -2.09127 -2.17408
O -1.76472 0.48060 -1.10770
N -1.72110 -1.33057 1.28883
N -0.61365 -1.91557 -0.85095
N 1.11132 -0.67959 1.61533
N -0.36923 1.49372 1.31705
C 1.75253 1.72397 -0.97447
C 2.97436 -1.02490 3.66858
C 1.63957 2.37096 4.37718
C 1.45723 -2.31425 -3.72617
C -2.06949 -2.49721 0.82927
C 0.71123 2.50834 3.32693
C 3.13937 1.48856 -2.90045
C -1.52403 -2.77702 -0.48305
C 1.12606 -1.71456 -2.41094
C 2.73627 2.23570 -1.83101
C -3.25500 1.98701 -2.03481
C -2.82714 3.83032 -0.01385
C -2.00569 -3.87391 -1.37661
C -3.93055 3.17085 -2.03148
C 2.54844 0.21304 -3.10238
C 2.23030 0.17635 3.59521
C -2.92090 -3.44327 1.61115
C -3.71539 4.10836 -1.00189
C 1.11418 0.47056 -1.10575
C -1.18905 2.47965 1.10090
C 2.92778 -0.51483 -4.21741
C 2.77231 -1.99449 2.73318
C 2.36108 -1.77056 -4.56009
C 2.38389 1.23513 4.51751
C 1.30041 0.31190 2.54998
C -2.09644 2.60881 0.01264
C 1.54721 -0.27635 -2.20352
C 0.52431 1.49541 2.41910
C -2.31920 1.64080 -1.01861
C 1.82718 -1.77852 1.71400
H -2.54529 -3.52315 2.63052
H 0.95889 -3.24698 -3.96084
H 1.45387 2.35404 -0.14357
H 1.63973 -2.53409 0.96182
H 2.63373 -2.25414 -5.48690
H 0.15711 3.43333 3.25330
H 3.09635 1.13222 5.32545
H -3.94732 -3.07816 1.67655
H 3.69299 -1.15686 4.46739
H -3.41539 1.25828 -2.81805
H -2.65900 4.55212 0.77622
H -2.30738 -3.46218 -2.33926
H -2.92782 -4.43304 1.16469
H -1.21986 -4.60733 -1.56520
H 3.67530 -0.08401 -4.87529
H -1.96464 -0.16065 2.71567
H -1.19828 3.30923 1.80356
H 3.31931 -2.92608 2.75459
H 3.89682 1.83833 -3.59008
H 1.75736 3.18679 5.07730
H -4.63679 3.39808 -2.81899
H 3.16727 3.21014 -1.64412
H 1.77273 -2.28034 -1.70553
H -2.85879 -4.38430 -0.94077

Forces on atoms 1 to 2 (eV/Å):
Os -0.1 -0.3 0.2
Br 0.0 0.0 0.0

=====

| no. | calculated total energy (Eh) |
| --- | --- |
| 1 | -7283.9275 |
| 2 | -4973.6621 |
| 3 | -4266.7483 |